1.
Entry from the Open Molecules 2025 dataset: a 12-piece molecular cluster, C15H55N23O12 overall in a non-equilibrium geometry (ωB97M-V with the def2-TZVPD basis set).

**2S+1**: 1
**HOMO-LUMO gap**: 8.6260 eV
**Energy above the lowest of the compared OMol25 structures with the same formula, charge and spin**: 0.00 kcal/mol
**E_HOMO**: -0.30640 Ha

CARTESIAN COORDINATES (ANGSTROEM)
C 1.891850 -4.120026 0.314133
H 5.631694 -0.148589 3.578393
C 4.447651 0.046305 1.919477
H 0.088795 -3.924347 1.127711
H 2.864973 0.043770 0.636613
N 4.686210 -0.017502 3.277505
N 0.610080 4.082443 -1.349555
H 2.864672 8.213467 3.054653
H 3.274334 1.467899 -2.415106
N -0.165931 -0.001114 0.889672
C 2.742618 3.277676 2.481951
H 0.772968 4.947170 -1.831323
H 3.281006 5.343970 1.171037
O 3.445799 6.208458 3.016825
H -4.070785 -2.745759 -5.914587
N 0.770354 4.205663 1.545211
H 2.147154 2.440690 2.864386
H 0.790035 -5.472195 1.529548
H 3.919895 0.026034 3.921544
O -3.951009 -5.662127 -0.107398
C 2.630780 5.752978 1.963320
H -0.230758 1.665351 -6.306014
C 0.303372 0.197029 -5.025364
H -0.090364 -0.085303 1.892015
N -2.680876 -4.111521 -4.281791
C 3.330769 -0.575986 -2.067095
N -0.243451 -0.610016 -4.076168
H -2.200371 -4.451526 -3.466652
N 2.082292 -0.508926 -1.497784
O 3.973364 -1.603155 -2.180862
H 1.381215 3.582253 -3.694464
H 1.760970 1.242326 5.281686
H 0.429012 3.254695 1.678347
N 2.799752 -5.061991 -0.063839
H -1.208323 0.119935 -1.406313
H -3.840708 0.975999 3.638932
O -3.512687 0.687711 -5.302651
N -3.524668 -2.197510 -5.273960
H -3.622204 -1.184904 -5.295892
N -3.063880 -2.081418 3.018977
N -5.522381 1.582801 -4.723219
H 1.450744 4.785569 3.438442
H -3.665754 -0.456019 -3.077813
H 2.668774 -5.984001 0.310217
H 1.667451 0.404846 -1.348981
H 0.333614 -1.244147 -3.550818
H 2.510078 -0.329596 2.347825
C -2.985631 -2.790967 -4.175541
C -3.515384 -1.060823 3.809226
H 4.780550 0.675857 -2.775195
O -3.911244 -1.267573 4.951957
N -3.522798 0.149579 3.173963
H 1.992903 6.499981 1.484499
O -2.730210 -2.150459 -3.151463
H -3.922817 -7.564608 1.500759
H 4.300842 7.821415 3.857484
O 0.290695 1.849881 -1.251646
H -1.027645 -1.634366 4.752989
H 3.702287 3.254695 2.999504
C 3.758426 7.585136 2.940293
N -1.379985 -0.743698 -0.916040
H -0.902333 -0.811070 6.290938
N -4.406877 0.215915 -3.253180
N 3.124412 -0.031324 1.607124
H -3.136877 -4.695763 -4.955034
H -1.232142 -0.737951 -3.942602
N 1.073565 0.606200 5.640901
C -3.325641 -5.714430 0.932627
H -3.222448 -3.018101 3.331973
H -1.594753 0.773094 -5.727726
H -5.572182 2.087626 -5.587548
N 3.840496 0.640349 -2.434111
H -2.560217 -1.865891 2.164134
H -1.886629 -1.462779 -1.409048
N -0.595838 0.943599 -5.713405
C 0.413101 -0.235495 4.798146
C -0.880278 -0.997913 0.307621
N -0.553220 -0.996934 5.370402
H -3.179733 0.172165 2.230201
H 0.800699 1.961333 -3.742554
H 3.495769 -4.888676 -0.761893
H 1.715254 -1.368096 -1.119813
H -5.249002 0.155759 -2.708996
H 0.254782 0.726752 0.326936
H 0.918912 0.612170 6.632136
H -2.092528 -3.990599 0.755975
O 5.335505 0.142180 1.091863
N 0.855185 -4.576001 1.088522
H 3.022321 2.958390 1.471881
O 1.970932 -2.955858 -0.023245
C -4.446601 0.768785 -4.497456
H -0.062756 4.736992 1.794538
H 0.626847 4.124224 -0.323096
N -2.383949 -4.792760 1.295869
C 1.879117 4.512498 2.467549
O 0.663024 -0.269628 3.596422
N -3.498680 -6.727406 1.854054
C 0.566955 2.855627 -1.921789
H -2.993583 -6.742851 2.718879
N 0.972328 2.803517 -3.215105
O -1.182522 -2.009405 0.961118
H -1.843076 -4.941342 2.129073
H 4.314937 7.795089 2.027820
H -6.341413 1.418158 -4.166607
O 1.511023 0.218444 -5.225052

Atoms 1-6, force components in eV/Å:
0.3 0.0 -0.2
0.0 0.1 0.1
-0.1 -0.3 -0.4
0.0 0.1 0.3
-0.2 -0.5 0.1
0.0 0.1 -0.2



2.
Entry from the Open Molecules 2025 dataset: a 9-piece molecular cluster, C53H70N8O17 overall in a non-equilibrium geometry (ωB97M-V with the def2-TZVPD basis set).

**2S+1**: 1
**HOMO-LUMO gap**: 6.2771 eV
**E_HOMO**: -0.26014 Ha

CARTESIAN COORDINATES (ANGSTROEM)
C 14.555139 18.224260 10.715897
H 16.948555 11.545603 6.027244
C 16.697516 9.623508 7.704713
O 16.715559 6.539856 13.094951
C 18.816064 17.177221 16.330479
O 15.154215 13.069676 17.485870
H 20.892154 10.206988 9.912506
H 9.735713 12.622765 16.454362
C 19.407795 16.825665 8.832205
C 12.092494 10.299582 11.922136
H 17.349918 17.035757 11.564670
H 17.847293 11.904544 10.647970
C 14.420776 17.053671 12.772598
O 7.622265 11.176818 10.868450
H 12.716755 10.599078 8.853687
C 13.691347 10.131589 8.704041
C 12.484141 13.536321 13.786013
N 16.168589 10.786831 8.443216
H 16.483282 9.738729 6.604888
H 12.540786 8.647016 13.129316
N 18.407502 18.750428 9.842539
H 17.551551 14.637495 11.442808
C 14.299360 18.286624 13.444258
H 18.554315 7.226080 14.419811
C 16.940439 12.009845 8.089387
H 10.869743 11.428657 15.769062
H 15.874905 10.447263 13.528930
H 12.711349 11.173304 14.721479
C 18.053343 15.214355 10.693858
O 11.750511 18.441851 7.508264
H 15.664575 10.887615 10.583238
C 14.508391 19.461420 11.326780
H 14.329642 20.414373 13.227451
H 19.818701 17.452932 8.094777
O 18.059890 19.223369 10.890643
H 17.648085 11.994308 13.988274
C 20.003985 16.632616 15.916835
N 8.833841 11.432218 10.738761
N 21.189482 14.897443 14.725118
C 11.106301 11.018360 11.296493
H 13.110934 10.658614 11.905592
H 14.583712 16.068464 13.217607
H 14.041621 14.509863 9.200303
C 14.588418 14.244407 17.004592
H 12.330276 16.236769 8.555409
C 10.357129 8.739670 12.771811
H 17.602228 10.503006 11.565437
H 14.069465 11.586824 15.989326
C 19.260303 9.169682 14.800453
N 12.730966 18.188805 6.787711
C 17.719189 10.796973 10.507275
O 13.787479 17.312941 15.452546
C 16.764215 12.455163 6.640219
H 13.376843 13.611128 13.192023
H 20.298762 15.026202 8.121193
C 16.818642 10.045853 13.835180
H 16.833225 12.319249 18.194464
H 11.440467 14.334129 16.224938
H 16.298159 14.659326 8.248665
H 14.298506 11.854996 14.315787
O 21.205382 13.715686 14.327824
C 18.578607 17.359028 9.805113
C 17.787826 10.958407 14.227385
H 19.617153 11.333180 14.956442
C 13.686847 17.245986 7.223873
H 18.780286 18.129338 16.856140
H 11.319277 11.934951 10.774944
C 15.904701 16.434951 7.157372
H 15.391079 18.149299 6.156551
H 16.894156 12.389774 16.419536
H 16.674406 12.806759 8.824415
H 20.098333 10.075877 11.479248
C 14.732321 11.225246 8.281749
C 14.055590 14.195141 15.549734
N 12.950859 13.235232 15.205650
C 17.620587 16.628951 15.886804
C 17.105541 8.750301 13.841594
H 14.706195 18.170916 9.634890
H 17.439235 13.267504 6.367642
H 10.284813 12.653750 14.771158
H 15.755287 12.841567 6.341890
C 14.407322 19.443540 12.696855
H 14.684177 16.053616 10.867451
N 16.284354 7.672371 13.271243
C 9.346640 9.528947 12.111306
H 15.387099 14.998614 17.032530
C 17.946277 16.576465 10.784729
C 15.154843 12.977048 11.878732
H 19.032555 13.629051 9.746742
C 19.590364 15.443608 8.836743
H 14.832677 13.896188 14.856758
C 9.780127 10.596072 11.337164
H 18.011511 11.790613 8.216733
H 10.621031 14.589117 13.980329
H 8.311742 9.335787 12.037147
H 16.103952 8.766735 8.024811
H 16.722935 17.116907 16.173032
O 14.955020 11.858905 12.411200
H 18.818034 14.184162 13.882100
H 20.173065 11.666273 10.717948
C 18.993144 10.502289 14.674572
O 15.359489 13.966174 12.632952
C 14.258515 15.291902 8.471638
H 16.911214 16.471801 6.772130
H 14.581861 12.146335 8.887559
C 13.523928 11.825839 15.066211
H 16.618651 15.240214 14.543320
O 14.089221 19.402944 15.457628
H 21.015596 16.943607 16.190311
H 11.674803 15.311096 12.806098
O 22.226772 15.485868 14.928231
O 18.840051 10.265264 9.873990
H 20.176338 8.803082 15.266085
C 11.703588 9.157986 12.644924
H 16.375229 9.347788 10.016418
H 16.992784 13.967947 17.418773
H 17.687731 9.417218 7.993037
H 13.953258 9.603618 9.622690
O 9.234601 12.397049 10.070423
C 16.403799 10.419934 9.922768
C 18.879505 14.679654 9.725947
C 14.549188 17.012294 11.402484
C 15.584502 15.434238 8.033288
O 15.119785 13.004911 10.589027
H 13.732738 15.151764 15.238163
O 12.931407 18.708472 5.668785
C 11.721574 14.788813 13.787138
C 18.323499 8.279520 14.304489
C 17.580390 15.605243 14.953133
H 13.641293 9.318798 7.988719
H 14.553044 20.418772 10.783934
H 11.924830 12.670420 13.531119
H 12.073110 15.618997 14.464298
C 14.983414 17.344670 6.769564
O 18.396726 19.353705 8.759889
C 13.309907 16.242789 8.127339
H 13.784035 14.568617 17.691569
H 14.522745 11.420926 7.212405
C 20.080408 10.585205 10.508889
C 19.983514 15.547063 15.036253
H 10.128507 7.867949 13.411460
C 10.586435 12.458151 15.778629
C 18.805985 15.055732 14.484389
H 12.220288 13.020510 17.137096
C 11.820881 13.316437 16.196008
N 14.066808 18.334451 14.872984
O 15.104261 7.975205 13.027295
C 16.567043 12.937388 17.323517

Atoms 1-6, force components in eV/Å:
0.5 -0.3 -1.7
0.1 1.0 -0.1
-3.0 -0.5 -1.9
0.2 1.2 0.2
-0.1 0.6 -0.2
-0.2 -0.9 -0.1



3.
Entry from the Open Molecules 2025 dataset: a 4-piece molecular cluster, C17H36BBrClN3O10S overall in a non-equilibrium geometry (ωB97M-V with the def2-TZVPD basis set).

**2S+1**: 1
**HOMO-LUMO gap**: 9.7374 eV
**E_HOMO**: -0.34931 Ha

CARTESIAN COORDINATES (ANGSTROEM)
H 1.825146 1.981626 3.765924
H 4.038991 2.378481 3.558637
H 0.306573 0.701739 2.333234
H -3.781753 -0.832999 -0.535742
S 3.209465 3.387481 1.538046
H -5.000097 -1.248192 0.688071
C 3.656839 1.940029 2.610684
H -0.226341 -2.461571 -2.959439
H 1.398550 1.897313 -3.922253
H -1.549528 -2.914491 0.982773
H -5.986504 -0.774918 -4.528546
H -0.842077 1.204531 -4.705580
Br 6.703050 1.684645 -0.081504
N -3.134362 -0.706394 1.428822
C -5.771691 -4.177618 -3.066796
O -3.926026 -3.258114 -1.846269
C -1.876513 -2.723260 2.005887
H -6.233712 -2.492566 -4.906215
H 7.640275 2.789293 2.653517
B -0.604709 2.593278 0.657225
C 4.641649 0.962963 1.902994
C 2.488314 -0.070556 3.848869
H 2.377330 -0.921364 3.123133
H -0.059775 -0.401108 3.986231
H -5.626505 -4.593702 -4.064940
H 1.489236 1.148391 -5.530005
O 0.328281 0.187114 4.672737
C -4.717054 -3.141509 -2.774614
H -5.690824 -4.984058 -2.341698
N -4.655964 -2.050519 -3.575659
H 4.284137 0.854780 0.851936
C 1.238159 1.125961 1.885452
H -3.924573 -1.401659 -3.313563
H -1.080075 -3.019272 2.685201
H -2.189370 2.377402 1.799076
O -1.556322 -0.568138 3.008263
H 0.907917 -1.181531 -2.506151
C -5.486796 -1.727081 -4.716874
C 6.536489 2.644391 2.689375
H 0.740114 3.181541 2.315652
H 1.927666 0.211089 -4.087437
C 6.142468 1.420952 1.820472
C -2.168304 -1.259628 2.193411
H 3.541771 -0.123797 4.202574
O 1.638084 -0.213364 4.974141
H 4.628448 -0.069067 2.315833
Cl 1.717777 -0.002605 0.551436
O 2.890480 4.506830 2.460708
H 0.997442 -1.938292 -4.124350
O -1.851858 -0.763672 -3.842736
H 6.230924 2.457953 3.741895
C 0.841117 2.568186 1.384411
H -0.818948 1.150158 -0.618113
O -0.771224 2.113478 -0.663802
H -4.847554 -1.621455 -5.595461
N -0.134067 0.569799 -4.370618
H 6.771051 0.569719 2.164243
O 1.924777 3.038246 0.555606
H -3.704440 -2.395515 0.294688
H 6.084927 3.605152 2.373419
H -6.766896 -3.737377 -2.985941
O 4.320569 3.772035 0.626765
C 2.273156 1.255952 3.043644
C 1.256460 0.969324 -4.478725
H -3.279394 0.273019 1.613143
C -3.948712 -1.346596 0.410789
O -1.710493 3.098902 1.384403
H -2.763128 -3.316506 2.231942
C -0.640854 -0.580575 -3.861997
C 0.328808 -1.602683 -3.330232

Atoms 1-6, force components in eV/Å:
0.1 -0.6 -0.6
0.0 0.1 -1.0
0.8 0.1 -0.4
-0.1 -0.2 -0.1
2.9 4.8 -0.7
0.0 -0.1 -0.1



4.
Entry from the Open Molecules 2025 dataset: a 6-piece molecular cluster, H12O6 overall (ωB97M-V with the def2-TZVPD basis set).

**2S+1**: 1
**HOMO-LUMO gap**: 12.2915 eV
**Energy above the lowest of the compared OMol25 structures with the same formula, charge and spin**: 0.53 kcal/mol
**E_HOMO**: -0.41969 Ha

CARTESIAN COORDINATES (ANGSTROEM)
H 1.724039 -1.373011 -0.798114
H 1.558944 1.758461 2.472597
O -1.151215 -0.823221 -2.295074
H 1.946390 -1.440903 -2.311502
H -0.232691 -1.086125 -2.001501
H -2.788897 1.492412 -1.132789
O 1.324489 -1.725708 -1.629729
O -1.336985 1.656296 1.608187
H -1.590640 -1.666047 -2.439181
O -2.520466 0.738459 -0.610222
H -1.703856 1.288011 0.774925
H 2.714529 -1.484084 1.177674
H -1.997462 1.438823 2.281137
O 2.529939 -0.739475 0.585165
H -1.973043 0.164638 -1.199904
O 1.164211 0.887088 2.336918
H 0.239116 1.069617 2.058713
H 2.023769 -0.109309 1.155990

Atoms 1-6, force components in eV/Å:
-0.1 0.0 0.0
-0.1 -0.2 0.0
0.6 -0.2 0.2
-0.1 -0.1 0.0
-0.5 0.1 -0.2
-0.1 0.2 -0.2



5.
Entry from the Open Molecules 2025 dataset: a 2-piece molecular cluster, C5H12N overall in a non-equilibrium geometry (ωB97M-V with the def2-TZVPD basis set).

**2S+1**: 2
**⟨S²⟩**: 0.7807
**HOMO-LUMO gap (spin up / spin down)**: 9.6886 / 9.2377 eV
**Energy above the lowest of the compared OMol25 structures with the same formula, charge and spin**: 4.75 kcal/mol
**E_HOMO (spin up / spin down)**: -0.31573 / -0.37119 Ha

CARTESIAN COORDINATES (ANGSTROEM)
H 2.871130 0.780421 1.386950
H -4.764400 0.146467 -0.515534
H -1.541364 0.833960 0.441245
H 2.910602 0.258404 -1.625796
C 3.389919 0.563838 -0.693934
H 4.347053 0.043156 -0.654247
H 2.604120 -0.805726 0.631963
H 3.603683 1.626837 -0.838340
C 2.458383 0.272786 0.511488
C 1.009043 0.600636 0.426361
H 0.841020 1.673451 0.550684
C -0.039424 -0.314638 0.370370
N -1.328450 -0.163451 0.555946
H -4.885108 -1.617060 -0.723913
H 0.312309 -1.350013 0.450630
H -3.276617 -0.791761 -0.721814
H -4.232499 -0.948812 0.762724
C -4.279404 -0.808503 -0.314788

Atoms 1-6, force components in eV/Å:
0.0 -0.1 0.1
-0.1 0.0 -0.1
-0.2 0.0 0.3
-0.1 -0.2 0.0
-0.6 0.8 -0.7
-0.1 0.0 0.4



6.
Entry from the Open Molecules 2025 dataset: one molecule with the formula C7H6INS in a non-equilibrium geometry (ωB97M-V with the def2-TZVPD basis set).

**2S+1**: 1
**HOMO-LUMO gap**: 8.6743 eV
**Energy above the lowest of the compared OMol25 structures with the same formula, charge and spin**: 12.93 kcal/mol
**E_HOMO**: -0.31128 Ha

CARTESIAN COORDINATES (ANGSTROEM)
S 1.387368 -2.318084 -0.321314
C 1.166391 -0.802141 0.582140
H 1.530160 -0.918868 1.618491
C -0.891168 0.539562 -0.231834
C 1.976942 0.282607 -0.011128
C 1.408143 1.400769 -0.491840
C -0.022042 1.483006 -0.641121
C -0.537932 -0.626195 0.620012
C -0.303040 -2.591548 -0.464097
H 2.130118 2.094551 -0.809747
I 4.100115 0.113595 0.151309
H -1.891860 0.631289 -0.386765
H -0.600821 -3.503252 -1.081988
N -1.132341 -1.818540 0.153371
H -0.447585 2.318890 -1.114135
H -0.604229 -0.092742 1.616801

Atoms 1-6, force components in eV/Å:
0.9 -0.7 -0.6
-1.1 -0.3 1.0
-0.3 -0.3 -0.4
2.9 0.4 -0.1
-0.4 1.1 0.1
1.1 -2.1 0.6



no.,E_tot (Eh)
1,-2767.299955
2,-3777.981526
3,-5043.267855
4,-458.671632
5,-252.378184
6,-1020.892313